[1]
{
  "formula": "C28H31N5O2PbSSb2",
  "method": "ωB97M-V with the def2-TZVPD basis set",
  "spin_multiplicity": 1,
  "energy_ev": -70222.58554,
  "de_lowest_kj_mol": 149.1,
  "homo_ev": -12.10,
  "total_charge": 2,
  "symbols": ["Pb", "C", "Sb", "C", "C", "C", "C", "C", "C", "C", "C", "C", "Sb", "C", "C", "H", "H", "H", "H", "H", "H", "H", "H", "H", "H", "H", "H", "H", "H", "H", "H", "H", "H", "H", "H", "C", "C", "C", "C", "C", "C", "C", "S", "O", "O", "N", "C", "C", "C", "C", "C", "N", "H", "H", "H", "H", "H", "H", "H", "H", "H", "H", "H", "N", "C", "C", "C", "N", "C", "N"],
  "xyz": [[-17.030, 9.456, 6.626], [-5.702, 7.719, 9.002], [-7.495, 6.587, 8.312], [-8.037, 6.027, 10.295], [-6.246, 4.608, 7.755], [-6.084, 3.905, 9.097], [-4.966, 4.192, 9.928], [-4.890, 3.493, 11.155], [-5.897, 2.616, 11.702], [-6.884, 2.304, 10.804], [-7.133, 3.000, 9.572], [-8.259, 3.031, 8.881], [-15.343, 8.162, 10.573], [-17.232, 7.630, 11.307], [-14.773, 8.859, 12.385], [-5.106, 7.268, 9.883], [-6.019, 8.669, 9.348], [-5.046, 8.037, 8.155], [-7.315, 5.439, 10.783], [-8.887, 5.377, 10.229], [-8.307, 6.938, 10.861], [-5.332, 4.955, 7.374], [-6.817, 4.084, 7.076], [-4.243, 4.948, 9.718], [-4.032, 3.744, 11.805], [-5.879, 2.201, 12.778], [-7.779, 1.693, 11.216], [-9.180, 2.479, 9.072], [-8.471, 3.801, 8.067], [-17.224, 6.590, 11.694], [-17.765, 7.664, 10.357], [-17.632, 8.267, 12.081], [-15.039, 8.095, 13.131], [-15.207, 9.804, 12.652], [-13.691, 9.046, 12.492], [-13.250, 16.481, 9.945], [-13.808, 15.024, 9.810], [-14.422, 14.297, 10.825], [-14.857, 13.009, 10.596], [-14.580, 12.442, 9.352], [-13.962, 13.147, 8.330], [-13.613, 14.450, 8.587], [-14.961, 10.783, 9.010], [-15.512, 10.820, 7.591], [-13.794, 9.953, 9.172], [-16.081, 10.161, 9.952], [-17.471, 10.396, 9.805], [-18.215, 10.971, 10.800], [-19.544, 11.357, 10.582], [-20.181, 10.962, 9.418], [-19.399, 10.252, 8.497], [-18.092, 10.026, 8.623], [-13.776, 17.238, 9.335], [-12.115, 16.472, 9.725], [-13.316, 16.797, 11.002], [-14.434, 14.723, 11.797], [-15.282, 12.504, 11.447], [-13.740, 12.669, 7.355], [-13.266, 15.079, 7.776], [-17.750, 11.352, 11.761], [-20.079, 11.809, 11.348], [-21.257, 11.049, 9.166], [-19.867, 9.898, 7.528], [-18.093, 11.423, 5.855], [-17.884, 12.408, 6.394], [-17.633, 13.633, 7.003], [-17.852, 13.797, 8.400], [-17.950, 14.009, 9.518], [-16.861, 14.551, 6.266], [-16.132, 15.278, 5.732]]
}

---

[2]
{
  "formula": "C5H13N",
  "method": "ωB97M-V with the def2-TZVPD basis set",
  "spin_multiplicity": 1,
  "energy_ev": -6878.00894,
  "de_lowest_kj_mol": 790.1,
  "homo_ev": -6.33,
  "total_charge": 0,
  "symbols": ["C", "C", "C", "C", "N", "C", "H", "H", "H", "H", "H", "H", "H", "H", "H", "H", "H", "H", "H"],
  "xyz": [[-2.161, -0.933, -0.289], [-1.784, 0.504, 0.096], [-0.469, 0.633, 0.822], [0.726, 1.042, 0.042], [1.398, -0.034, -0.806], [1.609, -1.129, -0.019], [-3.209, -1.107, -0.602], [-1.418, -1.262, -1.032], [-2.066, -1.618, 0.563], [-2.618, 0.886, 0.695], [-1.770, 1.042, -0.856], [1.515, 1.435, 0.696], [-0.341, 0.748, 1.888], [3.815, 0.377, 0.742], [0.702, 1.870, -0.688], [3.793, 0.961, 0.288], [0.418, -0.866, -0.454], [1.381, -1.305, 1.021], [2.316, -1.861, -0.410]]
}